[1]
{
  "formula": "C29H56Br6CaCl2CsKN3O6P",
  "method": "ωB97M-V/def2-TZVPD",
  "symbols": ["C", "C", "C", "O", "O", "C", "C", "C", "C", "C", "C", "C", "C", "C", "O", "C", "N", "C", "C", "C", "Cl", "C", "N", "N", "P", "O", "Br", "H", "H", "H", "H", "H", "H", "H", "H", "H", "H", "H", "H", "H", "H", "H", "H", "H", "H", "H", "H", "H", "H", "H", "H", "H", "H", "H", "H", "H", "C", "C", "O", "H", "H", "H", "H", "H", "K", "C", "C", "C", "O", "H", "H", "H", "H", "H", "H", "H", "Cs", "C", "C", "C", "C", "C", "C", "H", "H", "H", "H", "H", "H", "H", "H", "H", "H", "H", "H", "H", "H", "Br", "Ca", "Cl", "Br", "C", "Br", "Br", "Br", "H"],
  "positions_angstrom": [[-5.20659, -3.51930, -0.31995], [-4.58885, -2.37935, -0.19718], [-5.30462, -1.20032, 0.36081], [-6.19535, -1.35739, 0.97335], [-4.89093, 0.06603, 0.12995], [-4.90488, 0.30307, -1.32083], [-5.01550, 1.79150, -1.75889], [-3.77970, 2.72872, -1.32011], [-2.47293, 2.31642, -2.01853], [-1.24623, 2.78178, -1.19372], [-0.08026, 1.78051, -1.21175], [-0.47134, 0.39059, -0.67138], [-1.64703, 0.31270, 0.27784], [-1.23145, 0.43000, 1.74554], [-0.77751, 1.33925, 2.15300], [-0.49647, -0.45441, -1.98500], [0.89856, -0.80261, -2.14312], [1.45651, -1.00693, -3.48183], [0.72861, -0.30915, -4.62616], [-0.47882, -1.11735, -5.12076], [0.00705, -2.74998, -5.69338], [1.63680, -0.23564, -1.17560], [2.80752, 0.21637, -1.17134], [0.73177, -0.19667, -0.04226], [0.83904, -1.87519, 0.40238], [-0.65736, -2.69792, 0.28752], [1.28197, -1.80135, 2.60604], [-4.68955, -4.46044, -0.10401], [-6.33061, -3.63785, -0.63239], [-3.54346, -2.34381, -0.48025], [-5.76585, -0.23828, -1.70815], [-4.03351, -0.20604, -1.73704], [-5.03649, 1.81596, -2.84011], [-6.02483, 2.16325, -1.42038], [-4.05853, 3.78490, -1.64491], [-3.65021, 2.75069, -0.20702], [-2.47882, 2.78958, -2.99048], [-2.55013, 1.23900, -2.13694], [-1.52568, 3.04148, -0.16877], [-0.88665, 3.69370, -1.64983], [0.73366, 2.23144, -0.65228], [0.27521, 1.74882, -2.23804], [-2.21751, -0.60151, 0.15050], [-2.37562, 1.09688, 0.14044], [-1.37000, -0.44179, 2.39787], [-0.97953, 0.19238, -2.69783], [-1.18321, -1.30139, -1.91273], [2.46376, -0.61548, -3.46760], [1.57588, -2.06784, -3.63488], [1.41586, -0.30498, -5.46077], [0.45586, 0.71761, -4.42570], [-0.88294, -0.61642, -5.98403], [-1.25658, -1.20734, -4.38305], [3.57844, -0.19312, -1.68334], [2.98065, 1.04114, -0.60649], [-1.29533, -2.47210, 0.99864], [-2.44184, 5.14060, 3.58677], [-2.28312, 3.82416, 2.80227], [-2.43746, 4.10730, 1.50472], [-3.43322, 5.58775, 3.43788], [-2.32728, 4.95862, 4.65376], [-1.68406, 5.87932, 3.29975], [-3.02115, 3.09930, 3.28167], [-1.30723, 3.40033, 3.14226], [-5.02045, 3.13135, 0.92589], [3.14881, 2.27867, 1.23322], [4.66956, 2.13988, 1.09703], [5.31687, 3.52599, 1.31821], [4.93424, 1.72309, -0.17469], [2.74055, 2.97251, 0.49364], [2.66411, 1.30613, 1.09953], [2.86282, 2.65253, 2.22583], [5.00174, 1.50680, 1.95263], [4.96385, 4.25905, 0.59195], [6.40153, 3.46665, 1.24206], [5.07730, 3.91018, 2.31985], [-2.38006, 6.15412, 5.96113], [3.27017, -5.09101, -1.28774], [2.33154, -5.56412, -0.19806], [2.69617, -5.00566, 1.17692], [4.05704, -5.44220, 1.70891], [4.25328, -6.95264, 1.82217], [3.28694, -7.61723, 2.79980], [4.29434, -5.42693, -1.11374], [2.95927, -5.47400, -2.26035], [3.25366, -3.93190, -1.32843], [2.28981, -6.66109, -0.16627], [1.30688, -5.22086, -0.46133], [1.91340, -5.29209, 1.89932], [2.67603, -3.91372, 1.13323], [4.20282, -4.98980, 2.69419], [4.84189, -5.03044, 1.07334], [5.27409, -7.14213, 2.15912], [4.16365, -7.42341, 0.83982], [3.39213, -7.19301, 3.79997], [3.49041, -8.68624, 2.86685], [2.24742, -7.50021, 2.48436], [3.51284, -2.26020, -2.35601], [-1.43048, -4.85939, 0.03052], [-3.91354, 6.24483, -0.18972], [-7.83146, -2.44507, -1.31713], [1.99618, 9.58832, 3.10387], [0.09560, 9.90291, 3.17595], [2.81411, 9.76834, 4.84207], [2.40420, 7.89025, 2.29476], [2.41980, 10.35256, 2.47316]],
  "forces_ev_per_a": [[-1.9, -2.4, -0.1], [1.7, 1.3, -0.2], [7.5, 1.2, -6.6], [-9.8, -2.0, 8.0], [1.3, 2.0, -1.5], [-0.1, 0.2, -0.4], [0.8, 0.0, 1.7], [-1.3, 0.3, -0.7], [-0.6, 0.5, 1.1], [0.0, -0.5, -0.4], [-0.7, 1.5, 0.7], [0.4, -0.1, -1.0], [-0.4, -0.5, 0.2], [-4.4, -8.7, -4.8], [5.2, 10.1, 4.7], [-1.7, -0.3, 1.6], [0.2, 0.6, -2.1], [-0.7, 1.6, -0.8], [-0.6, -1.5, 0.0], [0.5, 0.7, -0.3], [-0.2, 0.1, 0.2], [-2.9, -1.0, -0.5], [0.7, 1.2, 0.6], [0.5, 0.0, 1.1], [2.7, -0.1, -0.1], [-1.4, -0.3, 1.0], [-0.8, 0.1, -0.2], [0.7, -0.5, -1.1], [1.2, 0.5, 1.3], [0.6, 0.3, 0.7], [-0.2, 0.0, -0.1], [0.3, 0.2, -0.1], [-0.1, -0.2, -0.3], [1.0, -0.1, -0.3], [0.4, -1.1, 0.8], [1.7, -0.4, -2.8], [0.2, -0.2, -0.5], [0.4, -0.2, -0.2], [-0.1, 0.1, 0.1], [0.1, 0.4, 0.1], [0.1, -0.1, 0.4], [0.2, -0.5, -0.2], [-0.1, -0.4, -0.2], [0.0, 0.3, -0.2], [-0.5, -1.0, 0.2], [0.7, 0.0, -0.9], [0.2, -0.5, 0.1], [-0.2, 0.1, -0.1], [-0.2, 0.0, -0.4], [0.4, 0.2, -0.2], [-0.2, 0.3, 0.2], [-0.3, 0.0, -0.3], [-0.3, -0.3, 0.2], [0.3, -0.1, -0.7], [1.2, 0.0, 0.9], [0.0, 0.7, -0.1], [0.0, -1.4, -0.7], [0.0, 1.1, -0.1], [-0.3, -1.8, 0.0], [0.0, 0.0, -0.2], [0.1, -3.4, -4.4], [0.0, -0.1, -0.2], [-0.2, 0.0, -0.1], [0.0, 0.0, -0.2], [-1.4, 1.5, 2.1], [-0.4, 0.2, 0.8], [-0.2, 1.0, -1.0], [-0.1, 0.1, 0.6], [-0.2, -0.6, 0.4], [0.2, 0.1, -0.1], [0.0, 0.1, 0.3], [-0.1, -0.1, -0.1], [0.2, -0.3, -0.4], [-0.1, -0.1, -0.2], [0.0, -0.1, -0.1], [0.0, 0.0, 0.0], [-0.1, 4.7, 6.0], [-0.4, 1.0, 0.2], [0.5, -0.5, 0.3], [-0.5, 0.0, 0.1], [0.1, -0.1, -0.1], [-0.1, 0.0, 0.1], [0.1, -0.1, -0.1], [-0.1, 0.0, 0.1], [0.0, 0.1, -0.1], [0.2, -2.6, 0.2], [-0.2, 0.0, 0.1], [-0.4, 0.1, -0.1], [0.1, 0.0, 0.0], [0.1, -0.1, -0.1], [0.0, 0.0, 0.0], [0.0, 0.1, 0.0], [0.0, 0.0, 0.0], [0.0, 0.0, 0.0], [0.0, 0.0, 0.0], [0.0, 0.0, 0.0], [0.0, 0.0, 0.0], [2.7, -0.8, 0.2], [0.4, 0.4, -0.4], [-0.6, -0.2, -0.1], [-0.8, 0.1, -0.7], [0.0, -0.2, 0.0], [0.0, 0.0, 0.0], [0.0, 0.0, -0.1], [-0.1, 0.1, 0.1], [0.0, 0.1, 0.0]],
  "lowdin_charge": [-0.08, -0.14, -0.69, 0.18, -0.05, -0.16, -0.14, -0.28, -0.17, -0.14, -0.09, -0.38, -0.05, -0.37, 0.18, -0.11, -0.05, -0.34, -0.21, -0.56, 0.56, -0.52, 0.23, -0.15, 0.70, -0.59, 0.39, 0.01, -0.11, 0.05, 0.09, 0.11, 0.11, 0.12, 0.09, -0.05, 0.12, 0.07, 0.08, 0.13, 0.12, 0.12, 0.08, 0.10, 0.09, 0.10, 0.11, 0.02, 0.00, 0.11, 0.11, 0.07, 0.05, 0.00, 0.08, 0.03, -0.38, -0.56, -0.38, 0.07, -0.31, 0.08, 0.09, 0.08, 0.79, -0.10, -0.64, -0.09, -0.23, 0.08, 0.04, 0.08, 0.12, 0.07, 0.06, 0.06, 1.33, -0.20, -0.30, -0.26, -0.21, -0.26, -0.11, 0.08, 0.07, -0.16, 0.10, 0.03, 0.09, 0.04, 0.12, 0.11, 0.11, 0.10, 0.08, 0.07, 0.05, 0.39, 1.51, -0.58, -0.11, -1.64, 0.57, 0.56, 0.59, -0.03],
  "homo_energy_ev": -6.0,
  "charge": 0,
  "homo_lumo_gap_ha": 0.0525,
  "e_tot_ev": -537621.131,
  "lumo_ev": -4.588
}


[2]
{
  "formula": "C29H56N2O20",
  "method": "ωB97M-V/def2-TZVPD",
  "symbols": ["C", "O", "H", "H", "H", "H", "C", "O", "H", "H", "H", "H", "C", "O", "H", "H", "H", "H", "C", "C", "C", "O", "C", "O", "O", "H", "H", "H", "H", "H", "H", "C", "C", "C", "O", "C", "O", "O", "H", "H", "H", "H", "H", "H", "C", "C", "C", "O", "C", "O", "O", "H", "H", "H", "H", "H", "H", "C", "C", "C", "O", "C", "O", "O", "H", "H", "H", "H", "H", "H", "C", "C", "C", "O", "C", "O", "O", "H", "H", "H", "H", "H", "H", "C", "O", "N", "C", "C", "H", "H", "H", "H", "H", "H", "H", "C", "O", "N", "C", "C", "H", "H", "H", "H", "H", "H", "H"],
  "positions_angstrom": [[20.73191, -20.06502, -12.95274], [20.87156, -18.90976, -13.76050], [21.72168, -20.47634, -12.72539], [20.24206, -19.79925, -12.01290], [20.16500, -20.81684, -13.49502], [21.39954, -18.24216, -13.30956], [26.09836, -13.99808, -11.46404], [26.90995, -13.55016, -12.53760], [25.40234, -13.26159, -11.07456], [25.50906, -14.86768, -11.78286], [26.68761, -14.37669, -10.62240], [27.37411, -14.30801, -12.89731], [22.62422, -16.70368, -10.66126], [22.46049, -18.10498, -10.75066], [22.17951, -16.25291, -9.77259], [23.64195, -16.37254, -10.87731], [22.04828, -16.27337, -11.49048], [22.72343, -18.49578, -9.88958], [25.90698, -23.14178, -8.09615], [25.80602, -22.08371, -9.19558], [24.69991, -22.25662, -10.24135], [23.83441, -21.15456, -10.04009], [24.29087, -20.37628, -9.05573], [23.78284, -19.34945, -8.70957], [25.40852, -20.86078, -8.52966], [24.90359, -23.40813, -7.76526], [26.57809, -22.81379, -7.31088], [26.32029, -24.03987, -8.56610], [26.74244, -21.96325, -9.73324], [24.11344, -23.16663, -10.09048], [25.13006, -22.27068, -11.24169], [23.02365, -11.90523, -15.62779], [23.67729, -13.01608, -14.83680], [23.50603, -12.83002, -13.31325], [22.99204, -14.10895, -12.91805], [22.61332, -14.83248, -13.95655], [22.04290, -15.87575, -13.92046], [22.99833, -14.23339, -15.12058], [21.97121, -11.82146, -15.36081], [23.09544, -12.10050, -16.70249], [23.55997, -10.95477, -15.56854], [24.74153, -13.05522, -15.08127], [22.77342, -12.05280, -13.10631], [24.48364, -12.69679, -12.86883], [19.73038, -19.71718, -6.18287], [20.21930, -18.90081, -7.34416], [19.88727, -19.46559, -8.73328], [19.19907, -18.40034, -9.39590], [19.05240, -17.34303, -8.58306], [18.50034, -16.32718, -8.84786], [19.47370, -17.65933, -7.34431], [20.27185, -20.66287, -6.15095], [18.65413, -19.85357, -6.26949], [19.91254, -19.16299, -5.26155], [21.26782, -18.59883, -7.37408], [19.21358, -20.32433, -8.76176], [20.76869, -19.67831, -9.33883], [28.69819, -16.52146, -6.95140], [27.23451, -16.90640, -7.05111], [26.36284, -16.26921, -5.94809], [25.24467, -15.76697, -6.68134], [25.43339, -15.87073, -7.99095], [24.77519, -15.34304, -8.83332], [26.64351, -16.44552, -8.26805], [29.12313, -16.82456, -5.99351], [28.78067, -15.43529, -7.00792], [29.29915, -16.98084, -7.73365], [27.06153, -17.98136, -6.98709], [26.83413, -15.43793, -5.42967], [26.01249, -17.05920, -5.28976], [19.51426, -14.72979, -12.57911], [18.11673, -14.11269, -12.53821], [17.03357, -14.93969, -11.83508], [16.64413, -14.13062, -10.73084], [17.32967, -12.96697, -10.74249], [17.29131, -12.15541, -9.86732], [18.14318, -12.89098, -11.80316], [19.60134, -15.43417, -13.40461], [19.70849, -15.30518, -11.67098], [20.21001, -13.89447, -12.64092], [17.74631, -13.96482, -13.55568], [17.41507, -15.91239, -11.51660], [16.18535, -15.15748, -12.48599], [27.13222, -20.14788, -11.88028], [27.74278, -20.26488, -10.83021], [26.12725, -19.28879, -12.10525], [25.48855, -19.13723, -13.39851], [25.74801, -18.27803, -11.11849], [27.39990, -20.69655, -12.80078], [25.78126, -18.21948, -13.91863], [24.41286, -19.03207, -13.24536], [25.75521, -19.98418, -14.02787], [24.68311, -18.40917, -10.92098], [26.32059, -18.41071, -10.20259], [25.95427, -17.26215, -11.45975], [22.48120, -13.26028, -7.55835], [22.26600, -13.12625, -6.36106], [21.53616, -13.08922, -8.50899], [21.84727, -13.19197, -9.91069], [20.17814, -12.66202, -8.20701], [23.41044, -13.64797, -7.99829], [21.40752, -12.37635, -10.49191], [21.38264, -14.11092, -10.29646], [22.91401, -13.25940, -10.11852], [20.00492, -12.63388, -7.13964], [19.99999, -11.68669, -8.66501], [19.50053, -13.36297, -8.69997]],
  "forces_ev_per_a": [[0.6, 0.6, 0.3], [-0.2, -0.1, -0.5], [-0.1, -0.2, 0.1], [-0.1, -0.3, 0.0], [-0.1, 0.1, -0.1], [0.0, -0.1, 0.2], [0.1, -1.6, 0.3], [-0.3, 0.7, 0.0], [0.3, 0.4, -0.3], [-0.2, 0.2, 0.0], [0.1, 0.3, 0.0], [0.0, -0.1, 0.0], [-0.9, 0.7, -1.3], [0.0, -0.3, 0.7], [0.5, -0.2, 0.4], [0.1, -0.1, 0.6], [0.0, -0.2, 0.1], [0.0, 0.2, -0.7], [-0.1, -0.3, -1.5], [-0.1, -0.3, 0.8], [0.1, -0.9, 0.3], [-0.4, 0.4, -0.3], [0.6, 0.0, -0.1], [-0.4, 0.1, 0.4], [0.4, 0.2, -0.2], [0.1, 0.2, 0.4], [-0.1, 0.0, 0.2], [0.1, 0.0, 0.2], [0.2, 0.5, 0.5], [0.1, 0.0, 0.0], [-0.3, 0.3, -0.1], [0.3, 0.0, -0.9], [-0.1, 1.2, 0.1], [0.2, -0.7, -1.2], [-0.1, 0.4, 1.3], [0.3, -0.2, -1.4], [0.0, -0.1, 0.2], [0.0, -0.3, 0.4], [0.0, 0.2, 0.0], [-0.2, -0.4, 0.1], [-0.2, 0.0, 0.7], [-0.1, -0.5, -0.1], [0.1, 0.0, 0.4], [-0.2, 0.3, 0.4], [0.6, 0.3, 0.2], [-0.5, 0.6, -0.9], [-0.2, 0.0, -0.6], [0.2, 0.3, -0.5], [-0.6, -0.7, 0.8], [0.1, 0.4, -0.6], [0.4, 0.1, 0.2], [-0.2, -0.1, 0.1], [0.0, -0.2, -0.1], [0.1, -0.1, 0.0], [0.1, -0.3, 0.6], [0.1, 0.0, 0.3], [0.0, -0.1, 0.2], [-0.2, 0.0, -0.1], [0.1, -0.2, 0.7], [-0.1, -0.4, -0.8], [-0.6, -0.2, 0.4], [1.5, 1.1, -0.6], [-0.4, -0.5, 0.0], [-0.5, -0.1, 0.2], [-0.2, -0.1, 0.1], [0.1, 0.0, -0.1], [-0.1, 0.0, -0.1], [0.3, -0.1, -0.3], [0.0, 0.0, 0.1], [0.0, 0.3, 0.4], [-0.8, 0.1, 0.4], [-0.1, -0.9, -0.6], [0.2, -0.5, -0.1], [-0.1, 0.0, -0.1], [0.2, -0.2, 1.1], [-0.3, 0.0, -0.5], [0.0, 0.1, -0.5], [0.1, 0.2, -0.1], [0.1, 0.2, 0.1], [0.3, -0.2, -0.2], [0.3, 0.7, 0.0], [0.0, 0.2, 0.5], [-0.2, 0.4, 0.1], [0.3, 0.5, -0.3], [0.0, -0.2, 0.0], [-0.1, 0.8, 0.1], [0.0, 0.1, 0.0], [0.0, -0.5, 0.3], [0.0, -0.3, 0.1], [0.3, 0.0, 0.1], [-0.1, -0.4, -0.1], [-0.3, 0.0, -0.1], [0.1, 0.3, 0.0], [0.0, -0.2, -0.1], [-0.1, -0.1, -0.3], [-0.9, -0.3, 0.4], [0.5, 0.0, -0.4], [0.2, 0.7, 0.0], [-0.5, -0.9, -0.4], [0.2, -0.2, -0.6], [0.2, 0.2, 0.2], [0.1, 0.2, 0.2], [0.1, 0.1, -0.2], [0.1, 0.1, 0.3], [0.1, 0.0, 0.1], [-0.1, 0.1, 0.2], [-0.2, 0.0, 0.2]],
  "lowdin_charge": [-0.16, -0.13, 0.07, 0.07, 0.08, 0.04, -0.17, -0.11, 0.07, 0.07, 0.08, 0.08, -0.14, -0.14, 0.08, 0.06, 0.05, 0.03, -0.01, -0.29, -0.08, 0.08, -0.58, 0.13, 0.10, 0.09, 0.09, 0.09, 0.12, 0.14, 0.13, -0.03, -0.31, -0.06, 0.05, -0.57, 0.15, 0.09, 0.09, 0.09, 0.09, 0.15, 0.14, 0.10, -0.02, -0.30, -0.08, 0.06, -0.58, 0.16, 0.08, 0.09, 0.10, 0.09, 0.15, 0.14, 0.11, -0.02, -0.32, -0.06, 0.09, -0.54, 0.13, 0.07, 0.09, 0.09, 0.09, 0.15, 0.14, 0.13, -0.01, -0.30, -0.09, 0.08, -0.57, 0.15, 0.09, 0.09, 0.08, 0.08, 0.15, 0.12, 0.13, -0.35, 0.00, -0.17, -0.04, -0.01, 0.14, 0.09, 0.09, 0.09, 0.06, 0.09, 0.09, -0.33, -0.01, -0.18, -0.06, -0.02, 0.11, 0.09, 0.07, 0.08, 0.09, 0.09, 0.08],
  "relative_energy_ev": 0.000,
  "homo_energy_ev": -8.4,
  "charge": 0,
  "homo_lumo_gap_ha": 0.3167,
  "e_tot_ev": -74911.845,
  "lumo_ev": 0.241,
  "smiles": "C[C@H]1COC(=O)O1.C[C@H]1COC(=O)O1.C[C@H]1COC(=O)O1.C[C@H]1COC(=O)O1.C[C@H]1COC(=O)O1.CN(C)C=O.CN(C)C=O.CO.CO.CO"
}